DFT (wB97M-V/def2-TZVPD) results for a cluster of 8 separate species, C32H84N4O16 in total in a non-equilibrium geometry.

Output
HOMO-LUMO gap = 8.26 eV
spin multiplicity = 1
structure (SMILES) = COCCNCCOC.COCCNCCOC.COCCNCCOC.COCCNCCOC.OCCO.OCCO.OCCO.OCCO
energy relative to the best compared isomer or geometry (same formula, charge and spin) = 168.4 kJ/mol
largest force on an atom = 0.04323 Eh/bohr

Geometry as XYZ:
```
136
Properties=species:S:1:pos:R:3:forces:R:3:mulliken_charge:R:1
C -1.64837 3.34110 -0.25542 0.479 -0.774 -1.065 -0.394
O -0.47291 4.11387 -0.13396 -0.737 0.355 0.410 0.025
C 0.09743 4.46340 -1.36231 1.457 -0.093 -0.843 -0.359
C 1.10442 5.58891 -1.12327 -0.705 0.479 1.062 -0.673
N 0.45219 6.65522 -0.36879 -0.480 -0.402 -0.757 -0.331
C 1.30936 7.64871 0.20146 0.706 1.201 0.485 -0.651
C 0.61181 8.38211 1.34300 -1.063 -0.032 -0.138 -0.752
O 0.48775 7.49126 2.42289 -0.054 -0.977 -0.137 -0.212
C -0.44005 7.73085 3.45805 0.927 0.580 0.067 -0.793
H -2.10254 3.16712 0.71339 -0.001 0.196 0.093 0.120
H -1.38348 2.37841 -0.71359 0.016 -0.120 0.330 -0.282
H -2.35225 3.73631 -0.99507 -0.157 0.572 0.358 0.496
H -0.63592 4.69345 -2.14090 -0.243 0.235 0.245 0.579
H 0.72760 3.64642 -1.74608 -0.366 -0.279 -0.057 0.108
H 1.50368 6.01203 -2.04568 0.118 -0.384 -0.115 0.372
H 1.89894 5.15475 -0.49602 0.305 0.022 -0.342 0.199
H -0.19373 6.19825 0.26238 0.306 0.380 0.502 0.203
H 1.56554 8.43144 -0.52491 -0.222 -0.099 -0.280 0.339
H 2.30348 7.29522 0.51193 -0.137 -0.435 0.305 0.394
H -0.36686 8.64765 0.90935 -0.219 -0.123 0.327 0.362
H 1.00784 9.34010 1.69814 0.685 -0.139 -0.334 0.436
H -0.00492 8.47852 4.13282 -0.305 0.171 0.073 0.317
H -0.49950 6.80562 4.02775 -0.300 -0.059 -0.080 0.214
H -1.41426 8.07802 3.10881 -0.073 -0.151 -0.113 0.328
C 8.37405 1.96703 5.48633 0.615 0.770 -0.647 -0.746
O 8.49819 0.85530 4.61472 -1.102 -0.147 1.112 -0.291
C 7.61999 -0.18783 5.04339 0.857 -0.743 -0.024 -0.484
C 7.83775 -1.40285 4.15621 0.234 -0.309 -1.159 -0.910
N 7.04107 -1.44084 2.94802 -1.307 -0.187 0.585 -0.119
C 7.27435 -0.51178 1.86622 -0.136 -0.294 0.678 -0.539
C 6.10700 -0.42181 0.91172 -0.054 -0.292 -0.930 0.223
O 6.28804 -1.30949 -0.18952 0.008 -0.056 0.204 -0.440
C 5.18199 -1.32596 -1.06727 0.721 -0.444 -0.405 -0.560
H 7.36873 2.38824 5.60265 -0.222 -0.324 -0.470 0.313
H 8.99892 2.71013 4.98575 -0.065 0.256 0.470 0.249
H 8.71643 1.81660 6.51592 0.322 -0.470 -0.139 0.294
H 6.58306 0.15270 5.08365 -0.090 -0.025 -0.255 0.292
H 7.89672 -0.53822 6.04726 0.063 0.433 0.201 0.427
H 7.67695 -2.33514 4.69936 -0.396 0.153 0.149 0.477
H 8.90455 -1.46500 3.88990 0.186 0.374 0.277 0.315
H 6.72571 -2.35317 2.66482 0.228 -0.040 -0.052 0.230
H 8.18631 -0.82646 1.33966 0.045 0.762 -0.280 0.210
H 7.32506 0.47453 2.33451 0.662 -0.023 -0.193 0.324
H 6.06223 0.58667 0.47662 -0.195 0.079 0.281 0.341
H 5.16441 -0.69359 1.39640 0.076 0.316 0.197 -0.310
H 5.53985 -1.90542 -1.91986 -0.282 -0.109 -0.046 0.375
H 4.93086 -0.33657 -1.46496 -0.077 0.189 0.288 0.246
H 4.31202 -1.81856 -0.62888 -0.125 0.153 0.107 0.147
C 1.80688 -2.55485 1.84073 1.616 0.208 -0.827 -0.434
O 2.94691 -1.67742 1.78018 -1.071 0.329 0.345 -0.245
C 2.69736 -0.52640 2.58178 0.936 -0.304 0.445 -1.355
C 1.97570 0.63486 1.88703 0.845 -0.750 1.102 0.850
N 1.95500 1.72920 2.84280 0.113 0.539 -1.063 -0.307
C 1.47763 2.95834 2.21436 -1.160 0.567 0.708 0.027
C 1.19133 3.98071 3.29280 0.371 1.123 1.804 -0.083
O 0.14396 3.62993 4.22440 -0.129 -0.141 -0.378 -0.452
C -1.12515 3.69816 3.59013 -0.056 -0.699 0.431 -0.413
H 1.82094 -3.07937 2.79841 -0.407 0.073 0.066 0.319
H 2.03330 -3.25623 1.03515 -0.520 -0.167 0.088 0.020
H 0.90229 -1.98728 1.62676 -0.235 -0.280 0.141 0.110
H 3.67785 -0.20432 2.94507 -0.020 0.325 -0.328 0.475
H 2.21299 -0.83978 3.51799 -0.463 0.097 -0.171 0.458
H 0.99714 0.29658 1.52501 -0.123 0.225 -0.181 -0.441
H 2.61486 0.95150 1.06117 -0.232 -0.047 -0.267 0.120
H 1.45694 1.53001 3.69953 -0.275 -0.031 -0.123 0.348
H 0.53644 2.85255 1.66309 -0.007 -0.437 -0.158 -0.210
H 2.16134 3.37953 1.47727 0.428 -0.170 0.159 0.261
H 0.96632 5.02691 3.05723 0.042 -0.271 -1.264 -0.138
H 2.06480 4.11905 3.94087 0.117 -0.477 -0.070 0.292
H -1.93737 3.70686 4.32087 0.350 0.105 0.354 0.337
H -1.27367 2.76229 3.04152 -0.191 0.342 -0.549 0.054
H -1.22893 4.60525 2.98973 0.097 -0.157 -0.338 0.183
C -11.63031 -5.41235 -2.53285 0.519 -0.418 -1.622 -0.745
O -10.75407 -5.01065 -1.52019 -0.776 0.099 0.472 -0.320
C -9.52075 -4.58322 -1.97384 1.771 0.928 0.128 -0.311
C -8.84031 -3.65788 -0.94315 -0.463 0.219 0.298 -0.750
N -7.53151 -3.17716 -1.37053 -0.683 -0.312 -0.090 -0.230
C -6.43742 -4.08488 -1.04848 0.245 0.967 0.618 -0.766
C -5.12459 -3.37939 -1.35100 -0.247 -0.749 -0.021 -0.111
O -4.96638 -3.39716 -2.75968 -0.018 0.810 -0.052 -0.437
C -3.70159 -2.87347 -3.11219 0.651 -0.722 -0.502 -0.562
H -11.16890 -6.22465 -3.11638 -0.192 -0.260 0.246 0.305
H -11.78807 -4.64997 -3.31001 -0.011 0.385 0.390 0.315
H -12.60820 -5.73319 -2.18840 0.178 0.043 0.569 0.270
H -9.53879 -3.96292 -2.88327 -0.656 -0.119 -0.126 0.302
H -8.80083 -5.37706 -2.22354 -0.394 -0.447 0.126 0.289
H -8.74173 -4.09448 0.05386 0.077 -0.449 -0.187 0.311
H -9.51287 -2.81545 -0.74933 0.031 0.116 -0.312 0.292
H -7.57500 -2.94475 -2.35647 0.334 -0.040 -0.012 0.243
H -6.47293 -5.08224 -1.49905 0.009 0.031 -0.171 0.290
H -6.49882 -4.19394 0.03930 0.130 -0.268 -0.029 0.435
H -4.27920 -3.86736 -0.84787 0.033 -0.255 -0.190 0.352
H -5.14932 -2.36907 -0.93329 -0.115 0.186 -0.270 0.050
H -3.46002 -1.93421 -2.61103 0.030 -0.201 0.340 0.175
H -3.56514 -2.69665 -4.18308 -0.809 -0.040 -0.053 0.333
H -2.98557 -3.68598 -2.91988 0.409 0.504 0.451 0.239
O 0.55193 0.63802 -6.20678 -0.416 0.110 -0.041 -0.491
C -0.08043 -0.34981 -7.03594 1.178 0.131 1.022 -0.371
C 0.17767 -1.72934 -6.40736 0.010 0.035 -1.285 -0.029
O -0.60181 -2.72932 -7.05210 -0.181 -0.243 0.248 -0.560
H 1.50478 0.55622 -6.30136 0.015 0.010 0.043 0.286
H -1.12352 -0.06665 -7.14219 -0.024 -0.169 -0.007 0.287
H 0.46121 -0.34777 -7.98823 -0.636 -0.028 -0.319 0.305
H -0.00881 -1.83310 -5.34215 -0.178 0.437 0.005 -0.041
H 1.25079 -1.86219 -6.59875 0.004 -0.462 0.387 0.338
H -0.21471 -3.02301 -7.87907 0.192 0.172 -0.013 0.303
O 0.48735 -1.60296 -1.19404 -0.509 -0.606 0.025 0.107
C 0.05173 -0.86220 -2.36342 0.622 0.650 2.033 -0.098
C 0.41229 0.57589 -1.91379 0.602 -0.345 -2.102 0.414
O 1.80144 0.76834 -2.20379 0.064 0.275 0.588 -0.660
H 0.81235 -2.46477 -1.48295 0.015 -0.207 0.042 -0.047
H 0.70141 -1.23494 -3.15130 -0.338 0.639 -0.591 0.239
H -1.01729 -0.96786 -2.55680 0.030 -0.261 -0.010 0.020
H 0.18932 0.76522 -0.86427 -0.115 -0.301 0.073 -0.677
H -0.08048 1.32899 -2.53111 -0.209 -0.070 0.052 0.500
H 2.31050 0.25941 -1.56109 -0.074 -0.044 -0.019 0.282
O -3.82969 1.02239 2.03193 -0.605 -0.376 -0.073 -0.446
C -3.86582 -0.02710 1.07628 -1.044 -0.655 -0.683 -0.866
C -2.45123 -0.22820 0.60437 0.631 -0.632 -0.360 0.845
O -2.36332 -1.33713 -0.29246 -0.445 -0.108 0.260 -0.259
H -4.71901 1.05720 2.40383 0.204 0.275 0.137 0.281
H -4.33940 -0.96822 1.40817 0.934 -0.058 0.978 0.411
H -4.62158 0.11163 0.28175 0.709 1.029 -0.419 0.381
H -1.82492 -0.40292 1.48367 -0.054 0.018 0.114 0.118
H -2.02676 0.63619 0.09005 -0.378 0.248 0.192 -0.496
H -1.53395 -1.80544 -0.13866 0.113 0.222 -0.183 0.015
O -0.23234 -6.59745 -2.44619 0.279 0.841 -0.404 -0.535
C 0.34580 -6.65089 -1.14740 0.723 -0.977 0.083 -0.741
C 0.54630 -5.20213 -0.70293 -1.062 -0.449 -1.034 0.254
O 1.34463 -4.55088 -1.71808 -0.342 -0.633 0.600 -0.504
H -0.49579 -7.44489 -2.80563 0.183 -0.259 0.287 0.289
H -0.26297 -7.35390 -0.57733 -0.129 0.702 0.815 0.419
H 1.35440 -7.08883 -1.13129 -0.005 -0.176 -0.506 0.311
H 1.03617 -5.11505 0.26103 -0.115 -0.012 0.066 0.333
H -0.47103 -4.79401 -0.73312 0.219 0.527 0.465 -0.074
H 1.23280 -5.16375 -2.46165 0.154 0.598 -0.339 0.298
```
Positions in Å, forces in eV/Å.